No. 1
The following is a DFT calculation (wB97M-V/def2-TZVPD) of C24H44CaCl3N2O4Si as an isolated structure at a distorted geometry.

Last column: Löwdin charge in e.
Cartesian coordinates (Å):
C (2.46487, -1.78181, -5.47466)  -0.057
C (1.65499, -0.69486, -4.84434)  -0.214
H (2.91819, -1.36213, -6.37515)  0.074
H (1.83468, -2.64741, -5.76270)  0.087
H (3.23117, -2.17750, -4.79599)  0.067
C (0.57518, -0.21329, -5.51018)  -0.115
C (0.46249, 0.01966, -6.97533)  -0.101
H (-0.35039, -0.09843, -4.95554)  0.097
H (0.05146, -0.83558, -7.53356)  0.077
H (1.46277, 0.26603, -7.35654)  0.075
H (-0.21546, 0.87324, -7.09014)  0.070
Ca (-1.29871, -0.96545, 1.64266)  0.791
Cl (1.78418, -0.84040, 1.89664)  -0.066
Cl (-1.91671, -3.45288, 2.02846)  -0.415
C (0.23001, 2.11217, 1.39707)  -0.313
O (-0.87190, 1.52952, 1.39802)  -0.134
N (0.37572, 3.44836, 1.39331)  -0.182
C (-0.79639, 4.29728, 1.23814)  -0.051
C (1.66870, 4.12278, 1.34564)  -0.049
H (1.17710, 1.55554, 1.41744)  0.060
H (-1.70674, 3.74650, 1.51444)  0.087
H (-0.88243, 4.65299, 0.19453)  0.079
H (-0.67329, 5.18184, 1.88296)  0.082
H (2.44440, 3.41441, 1.65433)  0.097
H (1.64975, 4.99027, 2.02018)  0.083
H (1.88380, 4.48574, 0.32739)  0.071
H (-2.45393, -1.94759, -2.70049)  0.068
H (-2.67246, 0.74557, -3.95426)  0.080
C (-3.33845, -1.50568, -2.22189)  -0.029
C (-3.45620, 0.77386, -3.18475)  -0.070
N (-3.11109, -0.07143, -2.05411)  -0.181
H (-3.49038, -1.94179, -1.22828)  0.097
C (-3.02156, 0.47686, -0.81494)  -0.332
O (-3.05044, -0.19664, 0.22692)  -0.177
H (-3.56583, 1.80995, -2.84724)  0.079
H (-2.92161, 1.59015, -0.82283)  0.140
H (-4.21354, -1.64297, -2.87018)  0.088
H (-4.40598, 0.43464, -3.61863)  0.086
O (0.84757, -1.75278, -2.89713)  -0.218
C (1.68185, -0.66692, -3.32788)  -0.254
C (-0.04098, 1.05894, -2.68694)  -0.117
C (1.31366, 0.72537, -2.76004)  -0.167
H (-0.77425, 0.26816, -2.85061)  0.068
C (-0.42903, 2.37005, -2.40981)  -0.083
H (2.68817, -0.89136, -2.96451)  0.147
C (2.28076, 1.68253, -2.36685)  -0.013
H (-1.48728, 2.61644, -2.43261)  0.078
C (0.51632, 3.36318, -2.16698)  -0.117
C (1.86902, 3.00546, -2.14187)  -0.113
H (3.34783, 1.41034, -2.28828)  0.117
H (0.20217, 4.40204, -2.04946)  0.092
H (2.62331, 3.77972, -1.99420)  0.091
Si (0.81482, -3.23056, -2.33148)  0.303
Cl (-0.22997, -0.87726, -0.40600)  0.106
C (-0.93473, -3.87475, -2.15290)  -0.171
C (1.45036, -3.62671, -0.59205)  -0.202
C (1.92299, -4.24166, -3.42192)  -0.170
H (-1.69600, -3.27043, -1.65539)  -0.009
H (-0.87031, -4.77709, -1.53053)  0.034
H (-1.31000, -4.17704, -3.13699)  0.023
H (1.43972, -4.31650, -4.40429)  0.018
H (2.07944, -5.25330, -3.00396)  0.040
H (2.89851, -3.74007, -3.52544)  0.026
H (1.57709, -2.85751, 0.17660)  -0.062
H (2.41157, -4.14748, -0.67408)  0.013
H (0.76535, -4.36845, -0.15096)  0.023
C (-0.81866, 0.22979, 5.94981)  -0.149
C (0.59619, -0.38687, 5.71795)  -0.142
C (0.49304, -1.14279, 4.40392)  -0.304
O (-0.72738, -0.75332, 3.78478)  -0.392
C (-1.58074, 0.02182, 4.64482)  -0.187
H (-1.35678, -0.28191, 6.75020)  0.100
H (-0.76874, 1.29378, 6.16850)  0.097
H (0.92364, -1.02576, 6.53841)  0.101
H (1.32194, 0.42412, 5.58791)  0.103
H (1.29776, -0.84042, 3.66064)  -0.114
H (0.52481, -2.23634, 4.48301)  0.121
H (-2.50069, -0.56437, 4.76785)  0.121
H (-1.83129, 0.96469, 4.12915)  0.115

LUMO energy, eV: 2.33
E, a.u.: -3699.27772
E_HOMO, eV: -4.022
ΔE to the lowest compared entry with this formula, charge and spin, kcal per mole: 72.2
Charge: -1

---

No. 2
The following is a DFT calculation (wB97M-V/def2-TZVPD) of a 3-piece molecular cluster, C5H13INO2 overall at a distorted geometry.

Last column: natural (NBO) charge in e.
Cartesian coordinates (Å):
C (-2.55844, -0.66181, -3.24595)  -0.647
C (-1.86980, -1.85670, -0.53742)  -0.691
C (-1.89824, 0.17059, -2.01051)  -0.485
C (-1.23442, -0.55009, -0.91718)  0.374
C (2.04609, -0.79443, 1.46288)  0.736
N (-0.19694, -0.16154, -0.29871)  -0.751
O (1.52440, -1.24542, 2.54002)  -0.541
O (2.19342, -1.54697, 0.43464)  -0.537
I (3.04897, 2.27716, 3.27774)  -0.081
H (-3.52710, -0.89177, -2.91523)  0.226
H (-1.95663, -1.36662, -3.86739)  0.238
H (-2.68745, -0.05347, -4.10384)  0.236
H (-2.51303, -1.66635, 0.35242)  0.248
H (-1.16931, -2.60058, -0.23287)  0.223
H (-2.33884, -2.23577, -1.56180)  0.247
H (-1.32424, 1.02705, -2.35010)  0.222
H (-2.67475, 0.61656, -1.38909)  0.242
H (0.24449, 0.66376, -0.65626)  0.337
H (2.47147, 0.20447, 1.58259)  0.216
H (1.73745, 3.10436, 3.05493)  0.118
H (1.02275, -2.09316, 2.34153)  0.540
H (2.86203, -1.06212, -0.06539)  0.530

LUMO energy, eV: -4.62
E, a.u.: -700.89708
E_HOMO, eV: -13.138
ΔE to the lowest compared entry with this formula, charge and spin, kcal per mole: 35.8
Charge: +1

---

No. 3
The following is a DFT calculation (wB97M-V/def2-TZVPD) of C30H19N9O2Pt as an isolated structure.

Last column: natural (NBO) charge in e.
Cartesian coordinates (Å):
Pt (0.07096, 0.07506, -0.05685)  1.307
C (-1.03957, 2.94766, 2.97628)  -0.004
C (-1.08794, 2.19371, 1.83271)  0.008
N (-0.08347, 1.35080, 1.52308)  -0.477
C (0.98706, 1.26400, 2.37757)  0.094
C (0.98716, 2.06968, 3.52436)  0.072
N (0.00289, 2.88548, 3.82427)  -0.319
C (2.01899, 0.33089, 1.99981)  0.192
C (3.17141, -0.00202, 2.67154)  -0.188
C (4.05269, -0.97600, 2.16051)  0.089
C (3.68472, -1.64010, 0.97185)  -0.188
C (2.53227, -1.30458, 0.30313)  0.193
N (1.75671, -0.29018, 0.80479)  -0.570
C (1.97554, -1.88829, -0.89295)  0.097
C (2.55170, -2.91710, -1.64981)  0.072
N (1.98158, -3.42171, -2.72010)  -0.318
C (0.79781, -2.90906, -3.09971)  -0.003
C (0.19365, -1.89275, -2.40577)  0.008
N (0.77136, -1.37558, -1.30432)  -0.476
C (5.32220, -1.30393, 2.85996)  -0.091
C (5.69853, -0.65491, 4.03274)  -0.226
C (6.90134, -0.98444, 4.64171)  0.056
N (7.73815, -1.90151, 4.16532)  -0.364
C (7.38379, -2.52289, 3.04436)  0.056
C (6.20243, -2.26183, 2.36429)  -0.226
H (-1.84747, 3.62199, 3.22757)  0.237
H (-1.92163, 2.25084, 1.14729)  0.217
H (1.82341, 2.03681, 4.21342)  0.222
H (3.38586, 0.49107, 3.60734)  0.238
H (4.30181, -2.43184, 0.57517)  0.238
H (3.50911, -3.33574, -1.36142)  0.222
H (0.33289, -3.32767, -3.98248)  0.237
H (-0.75363, -1.47503, -2.71614)  0.218
H (5.08867, 0.10913, 4.49415)  0.207
H (7.20374, -0.48396, 5.55363)  0.214
H (8.07599, -3.26528, 2.66586)  0.214
H (6.00626, -2.81607, 1.45708)  0.207
O (-7.21690, -2.26389, 0.02253)  -0.315
N (-6.19473, -2.54123, 0.59604)  0.534
O (-6.07100, -3.38774, 1.45292)  -0.351
C (-4.97416, -1.76789, 0.21404)  0.064
C (-5.14645, -0.83555, -0.73910)  -0.122
C (-4.05249, -0.03125, -1.18965)  -0.100
C (-4.18707, 0.95533, -2.18342)  -0.059
C (-3.08661, 1.68696, -2.56147)  -0.236
C (-1.86218, 1.42969, -1.94712)  0.104
N (-1.72223, 0.50035, -1.00733)  -0.507
C (-2.79867, -0.22810, -0.62461)  0.227
C (-2.61478, -1.22161, 0.39182)  0.206
N (-1.36857, -1.36333, 0.90251)  -0.442
C (-1.11561, -2.25183, 1.83874)  0.098
C (-2.12600, -3.07679, 2.33465)  -0.224
C (-3.39977, -2.95957, 1.83933)  -0.077
C (-3.68776, -2.00868, 0.83234)  -0.089
H (-6.12886, -0.69492, -1.16915)  0.283
H (-5.15501, 1.12699, -2.63880)  0.258
H (-3.15341, 2.45275, -3.32120)  0.269
H (-0.97498, 1.98620, -2.21994)  0.237
H (-0.09657, -2.31110, 2.20192)  0.228
H (-1.89803, -3.80082, 3.10408)  0.264
H (-4.18538, -3.59345, 2.21758)  0.287

⟨S²⟩: 2.053
LUMO energy (spin up / spin down), eV: -6.99 / -8.47
E, a.u.: -1916.61292
E_HOMO (spin up / spin down), eV: -11.632 / -13.973
2S+1: 3
Charge: +2

---

No. 4
The following is a DFT calculation (wB97M-V/def2-TZVPD) of a 2-piece molecular cluster, C4H8BrClN overall at a distorted geometry.

Last column: natural (NBO) charge in e.
Cartesian coordinates (Å):
C (-2.31607, -0.95013, 0.71547)  -0.372
C (-2.85225, -0.10082, 1.33965)  -0.047
C (1.49118, 0.31276, -1.53897)  -0.664
C (1.02152, -0.46769, -0.30690)  -0.014
N (0.06989, 0.41885, 0.47086)  -0.750
Cl (-3.32835, 1.17750, 2.19030)  0.219
Br (2.71014, -0.73527, 0.88674)  -0.007
H (0.82531, -1.45767, -0.45112)  0.239
H (-1.97998, -1.87263, 0.23191)  0.290
H (1.95574, -0.22272, -2.27317)  0.261
H (0.53209, 0.77211, -1.91422)  0.214
H (2.25418, 1.19376, -1.39945)  0.263
H (-0.98865, 0.12337, 0.46985)  0.463
H (0.21938, 1.30400, 0.05594)  0.435
H (0.38587, 0.50458, 1.52310)  0.471

LUMO energy, eV: -3.80
E, a.u.: -3245.79325
E_HOMO, eV: -14.504
ΔE to the lowest compared entry with this formula, charge and spin, kcal per mole: 59.4
Charge: +1

---

> Which of these has the highest E?

C5H13INO2

---

> The lowest E belongs to which entry?

C24H44CaCl3N2O4Si

---

> Among the records above, which one has the highest charge?

C30H19N9O2Pt